# 1
This record from OMol25 describes a molecular structure, C51H48I2MoN4O4P2S2Si at a distorted geometry. The level of theory is wB97M-V/def2-TZVPD.

Geometry (Å):
Mo  0.4708  -0.8151  -0.2862
C  2.7055  1.0751  -2.4820
Si  1.0537  1.3643  -1.5472
C  -0.0418  1.8660  -3.0669
C  0.2344  2.8921  -3.9837
C  -0.5430  3.1234  -5.0952
C  -1.6021  2.2351  -5.3762
C  -1.9167  1.2583  -4.4628
C  -1.1366  1.0701  -3.3147
P  -1.4318  -0.2058  -2.0539
C  -1.7197  -1.6008  -3.2069
C  -2.7611  -2.4833  -3.0378
C  -3.0641  -3.4452  -3.9839
C  -2.3522  -3.4814  -5.1937
C  -1.2347  -2.6619  -5.3249
C  -0.9913  -1.6605  -4.3633
C  -3.1618  0.1000  -1.4689
C  -3.7688  1.3054  -1.7333
C  -5.1404  1.5161  -1.4319
C  -5.8872  0.5441  -0.7878
C  -5.2599  -0.6112  -0.3654
C  -3.9250  -0.7927  -0.6735
C  1.1012  2.8810  -0.4576
C  1.6130  4.1212  -0.8432
C  1.9619  5.0859  0.0788
C  1.8419  4.8391  1.4166
C  1.2203  3.6656  1.8382
C  0.8012  2.7108  0.8899
P  -0.0677  1.1521  1.4152
C  -1.6059  1.8531  2.1181
C  -2.3934  2.5965  0.9801
C  -2.6413  4.0445  1.1623
C  -2.3021  4.7053  2.2699
C  -1.6341  3.9922  3.3622
C  -1.2432  2.7354  3.2732
C  0.6958  0.4907  2.9461
C  1.8715  0.9759  3.5089
C  2.3474  0.4100  4.7018
C  1.6318  -0.6707  5.2742
C  0.4349  -1.1039  4.6907
C  -0.0679  -0.4856  3.5655
H  3.4777  1.6207  -1.8561
H  2.7246  1.5930  -3.4299
H  2.8384  -0.0189  -2.5587
H  1.0828  3.5943  -3.7910
H  -0.3276  3.9704  -5.7184
H  -2.1737  2.3800  -6.2815
H  -2.7195  0.6029  -4.6520
H  -3.3237  -2.4495  -2.0972
H  -3.8868  -4.0556  -3.8025
H  -2.5766  -4.2236  -5.9344
H  -0.6685  -2.6669  -6.2376
H  -0.2244  -0.9398  -4.5729
H  -3.3189  2.0835  -2.3220
H  -5.6953  2.4279  -1.6942
H  -6.9213  0.6883  -0.6354
H  -5.8164  -1.2788  0.2496
H  -3.4766  -1.7565  -0.3417
H  1.8250  4.2738  -1.8864
H  2.5198  5.9794  -0.3292
H  2.2808  5.4889  2.1768
H  1.1886  3.5159  2.9113
H  -2.0388  2.4793  -0.0283
H  -2.9981  4.4862  0.2764
H  -2.4853  5.7839  2.3603
H  -1.3314  4.6128  4.2392
H  -0.6696  2.2883  4.1042
H  2.4108  1.7729  3.0133
H  3.2383  0.8081  5.1366
H  2.1215  -1.2739  6.0439
H  -0.1497  -1.8559  5.2041
H  -1.0312  -0.7534  3.1904
C  -3.5579  1.3460  3.6123
C  -2.9146  1.0603  2.3196
O  -3.5358  1.8072  1.2226
O  -2.7934  -0.2370  1.9897
H  -3.6909  2.4078  3.7059
H  -2.9507  0.9308  4.4022
H  -4.4847  0.7879  3.6216
N  -0.1671  -4.6467  -0.2217
C  -0.9843  -4.0143  0.5882
N  -1.5812  -4.7129  1.5703
S  -1.4359  -2.3478  0.3674
H  0.1827  -5.5658  -0.0257
H  0.3120  -4.0280  -0.8904
H  -1.5625  -5.7154  1.5471
H  -2.2486  -4.2296  2.1605
S  1.4043  -2.1569  -2.0698
C  2.7783  -3.2178  -1.6266
C  2.7104  -4.5559  -1.9409
C  3.8329  -5.3606  -1.7742
C  5.0173  -4.8486  -1.2016
C  5.0533  -3.5262  -0.8375
C  3.9486  -2.6988  -1.0162
H  1.7987  -4.9822  -2.3476
H  3.7845  -6.3976  -2.0519
H  5.8723  -5.5201  -1.1294
H  5.9466  -3.0975  -0.3272
H  3.9450  -1.6670  -0.7674
C  5.6592  1.1221  1.8682
N  4.4977  0.2508  1.6583
C  4.3850  -0.9005  2.3998
C  3.4031  -1.7858  2.1967
C  2.4288  -1.3631  1.2826
O  1.3363  -2.0351  1.1184
N  2.4730  -0.2200  0.5644
C  3.5254  0.6698  0.7607
O  3.6665  1.7730  0.2655
H  6.5644  0.5093  1.9443
H  5.5054  1.6795  2.7879
H  5.7203  1.8274  1.0636
H  5.1623  -1.1178  3.1370
H  3.2272  -2.6805  2.8128
I  -3.6146  -1.8521  3.1461
I  -4.5862  -4.4593  4.4268

Output
Largest force on an atom   2.5 eV/A
Multiplicity   3
Expectation value of S²   2.027
Net charge   0
Energy   -134001.0445 eV

Löwdin population analysis, charges in e, atoms 1 to 8:
1. Mo 0.78
2. C -0.19
3. Si 0.59
4. C -0.27
5. C -0.09
6. C -0.07
7. C -0.06
8. C -0.09

***

# 2
This record from OMol25 describes 2 unconnected molecules or ions with the total composition C6H11N3 at a distorted geometry. The level of theory is wB97M-V/def2-TZVPD.

Geometry (Å):
C  -2.0638  -0.7240  0.4085
C  -0.0255  1.2359  0.1756
C  -0.5235  -2.4049  -0.2701
C  1.9981  0.0262  0.8577
C  -1.2502  -1.3280  -0.6304
C  -1.0119  1.4256  -0.6907
N  -2.6347  -0.4948  1.3689
N  1.3005  0.7775  -0.2205
N  -2.2126  2.0741  -0.4881
H  -0.2731  1.5118  1.2130
H  -0.8450  -3.1078  0.4747
H  1.2332  0.2103  -0.9872
H  0.3014  -2.8398  -0.9310
H  2.1088  -1.0071  0.4141
H  1.2887  0.0268  1.6474
H  2.9910  0.4769  0.9667
H  -1.1913  -0.7986  -1.5657
H  -0.7417  1.2753  -1.7192
H  -2.3177  2.5558  0.3481
H  -2.8916  2.1518  -1.2577

Output
Energy relative to the best compared isomer or geometry (same formula, charge and spin)   353.7 kJ/mol
Largest force on an atom   4.0 eV/A
Multiplicity   1
Net charge   0
Energy   -10867.1531 eV
SMILES   CN/C=C/N.C=CC#N

Löwdin population analysis, charges in e, atoms 1 to 8:
1. C -0.29
2. C -0.18
3. C 0.03
4. C -0.10
5. C -0.17
6. C -0.31
7. N 0.16
8. N -0.08

***

# 3
This record from OMol25 describes 2 unconnected molecules or ions with the total composition C4H15Cl2NSi3 at a distorted geometry. The level of theory is wB97M-V/def2-TZVPD.

Geometry (Å):
C  -0.0123  2.0517  -1.9010
C  -1.0210  2.6738  0.8117
C  0.9702  -2.4826  -1.0232
C  1.2281  -2.1516  2.2371
N  0.1876  0.0212  0.4630
Si  0.3138  1.6998  -0.0657
Si  1.3777  -1.2626  0.4965
Si  -2.4814  -0.8176  -1.5079
Cl  -3.3305  0.8106  -0.7414
Cl  -2.6361  -2.0264  0.1916
H  0.2138  1.1887  -2.5477
H  -1.1048  2.1342  -2.0298
H  0.3720  2.9618  -2.3928
H  -0.7574  2.7900  1.8040
H  -1.1027  3.6442  0.3976
H  -1.9550  2.2034  0.8340
H  1.4923  -1.8695  -1.8865
H  1.0937  -3.5114  -0.9762
H  0.0112  -2.4207  -1.4146
H  0.1642  -2.5121  2.4243
H  1.8615  -3.0384  2.1818
H  1.5285  -1.5194  3.0628
H  1.5537  2.1163  0.3974
H  2.7163  -0.5292  0.2516
H  -0.6834  -0.1541  0.9334

Output
Energy relative to the best compared isomer or geometry (same formula, charge and spin)   125.4 kJ/mol
Largest force on an atom   4.8 eV/A
Multiplicity   1
Net charge   0
Energy   -54562.3022 eV

Löwdin population analysis, charges in e, atoms 1 to 8:
1. C -0.23
2. C -0.22
3. C -0.21
4. C -0.21
5. N -0.26
6. Si 0.43
7. Si 0.51
8. Si -0.07

***

# 4
This record from OMol25 describes C5H9ClS2 in the gas phase at a distorted geometry. The level of theory is wB97M-V/def2-TZVPD.

Geometry (Å):
C  -1.2803  -0.4279  0.5817
C  -0.0219  -1.1218  1.1723
C  0.7156  0.2300  0.9981
C  2.1889  0.2744  0.6406
C  -0.3282  0.5922  -0.0717
H  -3.2156  -0.4728  -0.7918
H  -1.8680  0.0121  1.4005
H  0.3440  -1.8970  0.4661
H  -0.1228  -1.5133  2.1576
H  0.5576  0.8491  1.8938
H  2.7968  -0.1076  1.4733
H  2.4765  1.2915  0.4307
H  -0.0140  0.2194  -1.0678
H  -0.3246  2.5832  -1.3404
S  -2.3446  -1.4563  -0.4712
S  -0.9410  2.2968  -0.2099
Cl  2.6056  -0.6879  -0.8030

Output
Energy relative to the best compared isomer or geometry (same formula, charge and spin)   18.2 kJ/mol
Largest force on an atom   1.2 eV/A
Multiplicity   1
Net charge   0
Energy   -39523.4874 eV
SMILES   S[C@H]1[C@H](CCl)C[C@@H]1S

Löwdin population analysis, charges in e, atoms 1 to 8:
1. C -0.70
2. C -0.16
3. C -0.40
4. C -0.53
5. C -0.68
6. H -0.14
7. H 0.11
8. H 0.10